(1)
A molecular structure, C10H6Br2FeNS4Sb at a distorted geometry, computed with ωB97M-V/def2-TZVPD.

The geometry in ORCA input format:
```
! wB97M-V def2-TZVPD RIJCOSX def2/J DEFGRID3
* xyz -2 5
Fe -0.325 2.853 -0.183
S 2.718 0.781 2.100
Sb 1.806 2.745 1.415
S 1.726 2.863 -1.055
S -0.579 2.857 2.029
S 2.779 4.667 2.136
Br -2.413 2.809 -1.529
C -2.042 5.968 -0.274
Br -0.285 5.435 -0.414
H -2.525 5.737 0.662
H -2.603 5.987 -1.194
N 0.623 -7.015 -0.281
C 0.482 -5.872 -0.280
C 0.300 -4.435 -0.279
C -0.797 -3.874 -0.930
C -0.980 -2.504 -0.919
C -0.075 -1.662 -0.257
C 1.029 -2.241 0.392
C 1.212 -3.610 0.380
C -0.240 -0.249 -0.226
C -0.272 0.961 -0.211
H -1.500 -4.518 -1.443
H -1.826 -2.056 -1.423
H 1.719 -1.577 0.902
H 2.065 -4.050 0.881
*
```

The calculation puts the relative energy (zero: lowest compared OMol25 entry of this formula, charge and spin) at 7.8 kJ/mol. As for the HOMO-LUMO gap (spin up / spin down): 6.577 / 6.107 eV. As for the LUMO energy (spin up / spin down): 4.5 / 4.1 eV. The value obtained for the electronic energy is -236308.684 eV. As for the expectation value of S²: 6.100.

(2)
A molecular structure, C27H43Cl2F9HgN3O5Si at a distorted geometry, computed with ωB97M-V/def2-TZVPD.

The geometry in ORCA input format:
```
! wB97M-V def2-TZVPD RIJCOSX def2/J DEFGRID3
* xyz -1 1
C 1.538 3.748 -0.357
C 0.112 3.893 0.024
H 1.849 4.463 -1.127
H 1.742 2.726 -0.715
H 2.183 3.903 0.525
C -0.700 4.900 -0.299
C -0.353 6.107 -1.102
H -1.729 4.885 0.071
H 0.669 6.090 -1.500
H -0.458 7.024 -0.501
H -1.042 6.227 -1.953
Hg 0.136 -0.038 0.046
Cl 2.073 0.075 -1.067
C -2.258 -0.214 2.105
O -2.124 -0.491 0.928
N -3.455 -0.467 2.619
C -4.482 -1.133 1.854
C -3.751 0.006 3.932
H -1.508 0.274 2.730
H -4.080 -1.499 0.916
H -5.297 -0.428 1.659
H -4.882 -1.977 2.438
H -2.878 0.519 4.356
H -4.034 -0.827 4.588
H -4.578 0.721 3.879
H 0.383 -5.723 0.562
H 2.812 -5.282 1.405
C 0.580 -4.997 -0.228
C 2.894 -4.571 0.579
N 1.605 -4.062 0.234
H -0.326 -4.457 -0.471
C 1.414 -2.784 0.323
O 0.244 -2.377 -0.163
H 3.542 -3.744 0.885
H 2.177 -2.087 0.645
H 0.950 -5.532 -1.103
H 3.343 -5.074 -0.281
H 0.089 2.737 -2.734
H -2.321 3.457 -2.468
C -0.244 1.818 -3.239
C -2.589 2.563 -3.052
N -1.605 1.525 -2.838
H 0.411 0.997 -2.949
C -1.926 0.441 -2.123
O -1.139 -0.478 -1.865
H -3.580 2.212 -2.732
H -2.972 0.385 -1.806
H -0.215 1.975 -4.326
H -2.630 2.830 -4.116
O -0.628 1.805 -0.089
C -0.404 2.711 0.829
C -2.929 2.681 1.043
C -1.691 2.964 1.602
H -2.963 2.220 0.055
C -4.096 2.973 1.746
H 0.375 2.440 1.560
C -1.616 3.516 2.875
H -5.062 2.757 1.292
C -4.024 3.536 3.014
C -2.778 3.800 3.579
H -0.638 3.726 3.309
H -4.936 3.765 3.565
H -2.713 4.232 4.577
Si 6.439 -0.576 -3.726
Cl 6.642 1.447 -4.147
C 5.201 -1.281 -4.935
C 5.839 -0.727 -1.966
C 8.123 -1.367 -3.943
H 4.227 -0.782 -4.836
H 5.049 -2.356 -4.761
H 5.541 -1.152 -5.972
H 8.492 -1.239 -4.970
H 8.081 -2.445 -3.731
H 8.861 -0.919 -3.263
H 4.869 -0.227 -1.834
H 6.553 -0.272 -1.264
H 5.715 -1.783 -1.681
F -3.459 -3.567 1.721
C -2.439 -3.415 0.835
F -2.400 -4.526 0.101
F -2.730 -2.500 -0.147
C -1.168 -3.035 1.788
O -0.548 -2.088 1.153
C -0.833 -2.404 3.262
F -2.029 -2.228 3.863
F -0.080 -3.076 4.105
F -0.161 -1.183 3.216
C -0.865 -4.583 2.318
F -1.593 -4.680 3.451
F -1.268 -5.656 1.626
F 0.460 -4.763 2.595
*
```

The calculation puts the relative energy (zero: lowest compared OMol25 entry of this formula, charge and spin) at 848.1 kJ/mol. As for the HOMO-LUMO gap (spin up / spin down): 4.521 / 4.583 eV. As for the LUMO energy (spin up / spin down): 2.5 / 2.5 eV. The value obtained for the electronic energy is -104953.278 eV.

(3)
8 unconnected molecules or ions with the total composition C38H98N10O14 at a distorted geometry, computed with ωB97M-V/def2-TZVPD.

The geometry in ORCA input format:
```
! wB97M-V def2-TZVPD RIJCOSX def2/J DEFGRID3
* xyz 0 1
C 5.117 4.464 5.414
O 5.585 5.698 5.982
C 6.862 6.023 5.449
C 7.107 7.523 5.547
N 7.725 8.163 4.398
C 6.855 8.066 3.242
C 7.413 8.731 1.991
O 6.749 8.149 0.893
C 6.996 8.752 -0.353
H 4.935 4.631 4.349
H 4.156 4.116 5.787
H 5.877 3.694 5.559
H 7.000 5.543 4.477
H 7.574 5.514 6.113
H 7.769 7.822 6.365
H 6.184 8.065 5.770
H 8.626 7.754 4.178
H 5.918 8.566 3.515
H 6.458 7.068 3.025
H 8.506 8.804 1.887
H 7.263 9.821 1.941
H 8.005 8.444 -0.656
H 6.997 9.844 -0.287
H 6.272 8.330 -1.045
C 12.078 15.553 8.111
O 11.878 14.561 7.131
C 12.481 13.355 7.488
C 12.368 12.314 6.356
N 11.137 12.357 5.530
C 10.038 11.693 6.366
C 8.934 11.308 5.370
O 8.206 12.494 5.106
C 7.304 12.436 4.001
H 13.127 15.849 8.251
H 11.735 15.165 9.073
H 11.659 16.501 7.775
H 12.093 12.992 8.452
H 13.540 13.423 7.773
H 12.386 11.327 6.815
H 13.194 12.424 5.653
H 10.748 13.297 5.558
H 9.638 12.355 7.133
H 10.489 10.777 6.745
H 8.332 10.568 5.915
H 9.192 10.932 4.379
H 6.549 11.671 4.186
H 7.858 12.402 3.061
H 6.832 13.419 4.031
C 8.692 14.257 10.951
O 8.294 13.320 11.911
C 7.013 12.788 11.749
C 6.867 11.533 10.921
N 6.800 11.602 9.480
C 6.562 10.304 8.846
C 5.050 9.997 8.756
O 4.339 11.078 8.148
C 4.316 10.946 6.748
H 9.705 14.571 11.206
H 8.033 15.132 10.927
H 8.741 14.012 9.882
H 6.284 13.555 11.457
H 6.723 12.452 12.749
H 6.030 11.060 11.465
H 7.682 10.824 11.106
H 5.978 12.161 9.260
H 7.228 9.572 9.301
H 6.906 10.494 7.824
H 4.743 9.669 9.750
H 4.884 9.114 8.131
H 5.349 11.017 6.395
H 3.788 11.770 6.265
H 3.757 10.069 6.410
C -2.751 13.495 14.481
O -1.689 12.581 14.296
C -1.602 12.127 12.975
C -0.227 11.599 12.649
N 0.828 12.572 12.956
C 2.123 12.276 12.419
C 2.840 11.088 13.077
O 2.420 9.853 12.488
C 3.097 8.733 13.010
H -2.390 14.490 14.203
H -3.024 13.567 15.534
H -3.679 13.290 13.944
H -1.891 12.889 12.244
H -2.237 11.249 12.795
H -0.056 11.287 11.620
H -0.025 10.758 13.325
H 0.854 12.780 13.943
H 2.783 13.143 12.533
H 2.131 12.171 11.331
H 2.746 11.086 14.167
H 3.913 11.128 12.849
H 2.707 8.483 14.002
H 4.164 8.971 13.086
H 3.063 7.804 12.441
C 6.750 15.331 8.229
O 5.812 16.194 7.610
C 4.528 15.698 7.400
C 3.684 16.651 6.579
N 3.687 18.007 7.165
C 4.042 19.101 6.249
C 2.842 19.589 5.461
O 3.197 20.803 4.770
C 2.310 21.135 3.745
H 6.216 14.846 9.049
H 7.566 15.952 8.595
H 7.179 14.711 7.437
H 4.079 15.572 8.396
H 4.685 14.774 6.827
H 2.639 16.341 6.617
H 4.037 16.546 5.549
H 4.302 17.999 7.966
H 4.838 18.746 5.588
H 4.436 20.011 6.706
H 2.001 19.935 6.066
H 2.525 18.823 4.747
H 1.292 21.313 4.115
H 2.232 20.416 2.923
H 2.547 22.082 3.257
C 1.373 10.497 -5.093
O 1.004 10.273 -3.728
C 0.664 11.481 -3.062
C 1.234 11.503 -1.636
N 0.386 10.810 -0.613
C 0.950 10.980 0.711
C 1.066 12.346 1.417
O 1.771 12.195 2.654
C 2.217 13.439 3.115
H 2.400 10.869 -5.090
H 0.703 11.224 -5.557
H 1.320 9.567 -5.653
H -0.427 11.478 -2.989
H 1.051 12.394 -3.518
H 1.201 12.573 -1.423
H 2.249 11.100 -1.599
H 0.411 9.841 -0.902
H 1.956 10.573 0.881
H 0.269 10.438 1.372
H 0.067 12.735 1.640
H 1.484 13.118 0.765
H 1.349 14.066 3.358
H 2.830 14.130 2.525
H 2.751 13.395 4.065
N 11.303 10.246 14.787
C 11.564 11.274 13.916
N 10.430 11.919 13.534
O 12.715 11.576 13.646
H 12.085 9.708 15.118
H 10.403 9.818 14.904
H 9.536 11.759 13.950
H 10.709 12.783 13.096
N 9.494 19.582 10.827
C 9.245 18.492 11.559
N 10.271 18.183 12.392
O 8.250 17.759 11.544
H 10.186 20.246 11.118
H 8.803 20.003 10.227
H 11.098 18.741 12.464
H 9.953 17.491 13.054
*
```

The calculation puts the relative energy (zero: lowest compared OMol25 entry of this formula, charge and spin) at 387.9 kJ/mol. As for the HOMO-LUMO gap: 8.803 eV. As for the LUMO energy: 0.5 eV. As for the SMILES: COCCNCCOC.COCCNCCOC.COCCNCCOC.COCCNCCOC.COCCNCCOC.COCCNCCOC.NC(N)=O.NC(N)=O. The value obtained for the electronic energy is -84551.026 eV.